1.
Density functional theory data (ωB97M-V/def2-TZVPD) for a molecular structure, C15H21AsN4NiOSe4.

E ... -387171.7817 eV
Max |F| ... 0.4 eV Å⁻¹
HOMO-LUMO gap (spin up / spin down) ... 0.2214 / 0.1996 Eh
2S+1 ... 3

Each line ends with the Mulliken spin population.
CARTESIAN COORDINATES (ANGSTROEM)
Ni1 -1.21891 1.22888 1.01257  1.06
Se1 -2.99351 2.05610 2.46736  0.13
Se2 -2.51113 4.18114 2.98899  0.07
Se3 -0.15176 2.15963 4.80577  0.31
Se4 -1.38483 0.68771 3.71569  0.34
N1 2.73054 2.57564 1.39704  0.00
C1 3.07695 1.40060 2.03124  0.00
C2 1.93544 0.66361 2.08358  0.01
N2 0.90322 1.36475 1.50539  0.03
C3 1.41176 2.50065 1.10672  -0.01
C4 0.55260 3.46575 0.44672  -0.01
N3 -0.67212 3.12604 0.14105  0.02
C5 -1.25209 4.24469 -0.40723  0.00
C6 -0.35772 5.26774 -0.42366  0.00
N4 0.80615 4.74826 0.10619  0.00
H1 3.34789 3.34845 1.22398  0.00
H2 4.07248 1.21505 2.39568  0.00
H3 1.77570 -0.29218 2.55454  -0.01
H4 -2.29510 4.27468 -0.67798  0.00
H5 -0.44397 6.29510 -0.73330  0.00
H6 1.63619 5.27445 0.31319  0.00
C7 -2.37039 -2.01585 -0.66125  0.01
As1 -1.00582 -1.05704 0.32585  0.02
C8 -0.46448 -2.48190 1.52823  0.00
C9 0.49598 -1.07797 -0.96650  0.00
C10 0.76093 -2.38402 -1.65761  0.00
C11 0.10220 -2.71172 -2.84234  0.00
C12 0.31999 -3.93013 -3.46956  0.00
C13 1.20397 -4.85030 -2.91959  0.00
C14 1.86909 -4.53790 -1.74051  0.00
C15 1.64804 -3.31551 -1.11795  0.00
H7 -1.98348 -2.97224 -1.00955  0.00
H8 -2.70599 -1.41465 -1.50401  0.00
H9 -3.21452 -2.18360 0.00774  0.00
H10 -0.17217 -3.36662 0.96424  0.00
H11 -1.30849 -2.72120 2.17268  0.00
H12 0.35932 -2.15078 2.15788  0.00
H13 1.35817 -0.75447 -0.38244  0.00
H14 0.26597 -0.28483 -1.67803  0.00
H15 -0.58774 -1.99729 -3.28006  0.00
H16 -0.19973 -4.16092 -4.39182  0.00
H17 1.37633 -5.80019 -3.40845  0.00
H18 2.56652 -5.24404 -1.30681  0.00
H19 2.17501 -3.07538 -0.20019  0.00
O1 -2.92000 1.24931 -0.91071  0.01
H20 -3.71075 1.37495 -0.36936  0.00
H21 -2.82574 2.07757 -1.39345  0.00

***

2.
Density functional theory data (ωB97M-V/def2-TZVPD) for a molecular structure, C15H21AsNSY.

E ... -90090.2216 eV
Max |F| ... 0.6 eV Å⁻¹
HOMO-LUMO gap ... 0.2706 Eh
2S+1 ... 1
Net charge ... +2

Each line ends with the natural charge from an NBO analysis.
CARTESIAN COORDINATES (ANGSTROEM)
Y1 -1.20595 0.17416 -0.09415  1.94
C1 -3.57666 0.18536 2.87432  -0.66
C2 -2.29022 -0.43229 2.42146  -0.01
C3 -2.26308 -1.64645 1.71658  -0.28
C4 -1.05079 -2.23561 1.33351  -0.24
C5 0.15710 -1.60347 1.62254  -0.26
C6 0.14835 -0.37582 2.29447  -0.18
C7 -1.05995 0.19801 2.68891  -0.23
H1 -3.79795 -0.15461 3.88883  0.28
H2 -4.41502 -0.10807 2.24398  0.24
H3 -3.50287 1.27140 2.89844  0.25
H4 -3.19674 -2.14493 1.47860  0.27
H5 -1.05935 -3.18399 0.81052  0.27
H6 1.09491 -2.05716 1.33108  0.26
H7 1.07800 0.13852 2.50178  0.26
H8 -1.06171 1.15851 3.18705  0.27
S1 -1.99855 2.52455 0.57258  -0.30
C8 -0.28901 2.83074 0.24432  0.10
C9 0.29543 4.09044 0.35231  -0.25
C10 1.62808 4.22660 0.02393  -0.08
C11 2.35998 3.11835 -0.41283  -0.24
C12 1.72662 1.90416 -0.48375  0.05
N1 0.42747 1.75402 -0.14552  -0.69
H9 -0.30086 4.93138 0.67550  0.26
H10 2.10425 5.19553 0.09695  0.26
H11 3.39995 3.20679 -0.69016  0.26
H12 2.25149 1.01684 -0.81020  0.21
C13 -0.03140 -3.15239 -2.45584  -0.92
As1 0.58627 -1.37756 -1.96407  0.75
C14 2.38275 -1.74079 -1.28415  -0.92
C15 0.88679 -0.55684 -3.69659  -0.92
H13 0.64550 -3.57759 -3.19599  0.26
H14 -1.03142 -3.09558 -2.88303  0.25
H15 -0.04981 -3.80227 -1.58211  0.24
H16 3.11316 -1.59891 -2.07937  0.26
H17 2.43356 -2.77782 -0.95377  0.26
H18 2.63731 -1.09537 -0.44650  0.23
H19 1.56789 -1.17359 -4.28161  0.26
H20 1.31751 0.43576 -3.57237  0.25
H21 -0.06102 -0.47001 -4.22564  0.25

***

3.
Density functional theory data (ωB97M-V/def2-TZVPD) for a molecular structure, C15H21CaClF2LiMgN2O10 at a distorted geometry.

E ... -81375.9979 eV
Max |F| ... 3.2 eV Å⁻¹
HOMO-LUMO gap ... 0.0621 Eh
2S+1 ... 1
Net charge ... +1

Each line ends with the natural charge from an NBO analysis.
CARTESIAN COORDINATES (ANGSTROEM)
C1 -1.50448 -1.45933 0.77553  -0.75
C2 -1.01754 -2.03822 -0.48498  0.76
O1 -0.76935 -3.18077 -0.67634  -0.46
O2 -0.81930 -1.04652 -1.51590  -0.71
C3 0.31043 -1.37553 -2.37031  -0.12
C4 1.64197 -1.35464 -1.62752  -0.47
C5 2.28025 -0.05727 -1.91032  -0.19
C6 3.22777 0.29183 -2.76838  0.36
F1 3.89569 -0.48228 -3.60863  -0.27
C7 3.45218 1.76965 -2.67651  0.70
O3 4.31737 2.45818 -3.02803  -0.35
O4 2.30227 2.24006 -1.99570  -0.46
C8 1.90380 1.20764 -1.22470  0.77
O5 1.35003 1.25871 -0.16580  -0.54
H1 -2.40717 -0.87923 0.61373  0.25
H2 -0.74078 -0.74298 1.07624  0.27
H3 -1.60417 -2.23325 1.52199  0.31
H4 0.12306 -2.32397 -2.87803  0.21
H5 0.31648 -0.59636 -3.13607  0.14
H6 2.26193 -2.13987 -2.04446  0.26
H7 1.53043 -1.54316 -0.56808  0.28
Li1 -0.43078 -0.65297 -5.04887  0.71
O6 2.44562 1.82083 2.59664  -0.53
H8 2.33140 1.49610 1.68561  0.42
Cl1 -0.35617 -4.79320 1.10444  -0.38
Mg1 -2.13059 -1.49411 -2.83283  0.47
C9 -4.80299 -0.66550 -5.79828  0.91
O7 -5.48112 -1.60522 -5.51687  -0.58
O8 -5.60550 0.60829 -5.81820  -0.96
O9 -3.58574 -0.49234 -6.06557  -0.84
H9 -6.45639 0.19304 -5.57523  0.56
Ca1 -4.04993 1.71839 -5.42299  1.78
F2 3.75105 4.73171 -2.76903  -0.55
C10 -3.22310 0.81613 5.84040  -0.61
C11 -1.71430 0.63517 5.71782  -0.38
C12 -1.30033 -0.06223 4.41556  -0.52
C13 -1.88370 -1.39835 4.32907  0.31
N1 -2.34507 -2.44840 4.27224  -0.37
H10 -3.74178 -0.14306 5.86372  0.22
H11 -3.46909 1.34078 6.76192  0.23
H12 -3.61882 1.39821 5.00572  0.20
H13 -1.34876 0.05959 6.56859  0.22
H14 -1.22736 1.60966 5.75841  0.22
H15 -0.21525 -0.15704 4.36321  0.26
H16 -1.63085 0.51904 3.55258  0.23
C14 7.10752 3.25609 -1.39790  -0.72
C15 8.55166 3.34445 -1.26343  0.29
N2 9.69250 3.41451 -1.15862  -0.33
H17 6.77233 3.84620 -2.24846  0.28
H18 6.81702 2.21881 -1.55008  0.24
H19 6.62635 3.63328 -0.49839  0.26
O10 -5.47676 -3.26411 4.68497  -0.95
H20 -4.53278 -3.07330 4.72887  0.48
H21 -5.51914 -4.18317 4.40728  0.47

***

4.
Density functional theory data (ωB97M-V/def2-TZVPD) for a molecular structure, C15H21ClF5O2P2Sn at a distorted geometry.

E ... -70476.2021 eV
Max |F| ... 6.3 eV Å⁻¹
HOMO-LUMO gap ... 0.1948 Eh
2S+1 ... 1
Net charge ... +3

Each line ends with the natural charge from an NBO analysis.
CARTESIAN COORDINATES (ANGSTROEM)
C1 0.05543 0.28385 -5.29065  -0.83
C2 0.60621 0.40155 -3.96917  0.92
H1 0.69371 -0.19945 -6.06051  0.34
H2 -0.32169 1.25383 -5.64134  0.34
H3 -0.80420 -0.37632 -5.06352  0.33
O1 1.49726 0.45808 -3.17074  -0.41
Cl1 -1.28515 -0.05571 -2.55698  -0.58
Sn1 0.47594 -0.14554 1.00182  1.32
P1 -0.07192 2.36055 -0.60273  1.10
C3 1.29280 3.50768 -0.33427  -0.97
C4 -0.61234 3.01703 -2.23325  -0.91
H4 -0.89395 4.07025 -2.13088  0.29
H5 -1.43401 4.28796 0.05569  0.29
H6 -1.44917 2.41084 -2.59815  0.29
H7 -2.36508 2.72403 0.16282  0.27
H8 2.03822 3.29776 -1.09429  0.26
H9 0.19715 2.90023 -2.95557  0.24
C5 -1.39974 3.22589 0.37335  -0.93
H10 0.98059 4.54495 -0.39722  0.30
H11 -1.18266 3.15888 1.45338  0.26
H12 1.75431 3.34094 0.63203  0.25
P2 0.08271 -2.45573 -0.71717  1.09
C6 1.48306 -3.59201 -0.34597  -0.96
C7 -1.31734 -3.43438 -0.03859  -0.94
H13 -1.07146 -2.43512 -2.83170  0.29
H14 -0.21573 -4.02279 -2.59532  0.30
H15 0.66326 -2.51516 -3.07136  0.24
C8 -0.15620 -2.93369 -2.48161  -0.90
H16 -2.25789 -2.94082 -0.31313  0.28
H17 -1.29548 -4.45183 -0.45468  0.29
H18 1.17379 -4.63442 -0.49890  0.30
H19 1.82919 -3.48112 0.68573  0.26
H20 -1.24930 -3.47911 1.05221  0.27
H21 2.32710 -3.34713 -1.00223  0.26
C9 2.90711 0.02106 0.66260  0.54
O2 3.96937 0.21285 0.32512  -0.27
F1 -0.19468 -2.43932 3.09251  -0.32
C10 -0.28588 -1.23660 3.77068  0.41
C11 -0.09954 -0.06586 3.04133  -0.67
C12 -0.14864 1.08780 3.83090  0.42
F2 0.13391 2.29168 3.22737  -0.31
C13 -0.43422 1.09979 5.20387  0.28
F3 -0.56191 2.25348 5.89908  -0.24
C14 -0.64168 -0.10535 5.88193  0.40
F4 -0.98445 -0.11003 7.18488  -0.22
C15 -0.57133 -1.29376 5.13897  0.28
F5 -0.85549 -2.45973 5.77369  -0.24

***

5.
Density functional theory data (ωB97M-V/def2-TZVPD) for a single C15H21ClN2O4S molecule at a distorted geometry.

E ... -50423.7009 eV
Max |F| ... 1.0 eV Å⁻¹
SMILES ... CCN(CC(=O)NC[C@@H]1CCCO1)S(=O)(=O)c1ccc(Cl)cc1
HOMO-LUMO gap ... 0.3472 Eh
2S+1 ... 1

Each line ends with the natural charge from an NBO analysis.
CARTESIAN COORDINATES (ANGSTROEM)
C1 0.34342 -2.77131 0.80037  -0.64
C2 1.63119 -2.01321 0.49467  -0.22
N1 1.44306 -0.63141 0.10615  -0.69
C3 0.85231 -0.33921 -1.18140  -0.31
C4 -0.65625 -0.60856 -1.26275  0.67
O1 -1.12831 -1.43416 -2.02179  -0.64
N2 -1.37336 0.11931 -0.39268  -0.62
C5 -2.81385 0.10729 -0.40225  -0.26
C6 -3.37197 1.33920 -1.15154  0.09
C7 -4.85596 1.15017 -1.49231  -0.43
C8 -4.79726 0.40740 -2.83422  -0.44
C9 -3.35665 0.65155 -3.32949  -0.09
O2 -2.73775 1.52063 -2.39480  -0.52
S1 1.22492 0.43618 1.35840  2.31
O3 0.81405 1.69142 0.79043  -0.95
O4 0.42126 -0.11048 2.41454  -0.94
C10 2.90871 0.58864 1.95077  -0.25
C11 3.26175 0.07893 3.18570  -0.19
C12 4.57158 0.18580 3.62119  -0.23
C13 5.50689 0.80758 2.80499  -0.03
Cl1 7.13830 0.94367 3.33893  0.03
C14 5.14995 1.32497 1.56566  -0.22
C15 3.83908 1.21056 1.13937  -0.19
H1 0.58516 -3.77189 1.15025  0.21
H2 -0.27459 -2.85449 -0.08872  0.23
H3 -0.21176 -2.24813 1.57417  0.23
H4 2.26572 -1.98700 1.38513  0.20
H5 2.18401 -2.51125 -0.30815  0.21
H6 1.02534 0.72083 -1.37959  0.24
H7 1.35671 -0.94174 -1.94155  0.23
H8 -0.91255 0.86528 0.11084  0.42
H9 -3.11839 -0.80788 -0.91463  0.23
H10 -3.18864 0.09983 0.62407  0.21
H11 -3.17008 2.24061 -0.56468  0.19
H12 -5.33050 2.12364 -1.61304  0.21
H13 -5.38511 0.59323 -0.72250  0.21
H14 -4.98026 -0.65786 -2.70369  0.21
H15 -5.53168 0.79548 -3.53705  0.21
H16 -3.31889 1.15036 -4.30004  0.18
H17 -2.79375 -0.28737 -3.39149  0.20
H18 2.50211 -0.38805 3.79265  0.25
H19 4.86748 -0.20526 4.58173  0.24
H20 5.89116 1.80954 0.95015  0.23
H21 3.52337 1.60715 0.18818  0.24

***

6.
Density functional theory data (ωB97M-V/def2-TZVPD) for a single C15H21ClN2S molecule.

E ... -42234.7931 eV
Max |F| ... 0.8 eV Å⁻¹
SMILES ... S=C(NCCc1ccc(Cl)cc1)NC1CCCCC1
HOMO-LUMO gap ... 0.3108 Eh
2S+1 ... 1

Each line ends with the natural charge from an NBO analysis.
CARTESIAN COORDINATES (ANGSTROEM)
S1 -1.49857 -0.54891 2.08291  -0.29
C1 -1.62991 0.20211 0.61600  0.31
N1 -2.21324 1.42263 0.48047  -0.61
C2 -2.39632 2.32349 1.59094  -0.22
C3 -1.25459 3.35325 1.68755  -0.43
C4 0.06562 2.63764 1.71878  -0.03
C5 0.80823 2.47290 0.55719  -0.22
C6 1.97411 1.72853 0.55481  -0.22
C7 2.39707 1.13437 1.73101  -0.04
Cl1 3.83906 0.17803 1.72933  0.00
C8 1.67993 1.29570 2.90511  -0.23
C9 0.52014 2.04615 2.89104  -0.13
N2 -1.23969 -0.39206 -0.52857  -0.60
C10 -0.57403 -1.67598 -0.60085  -0.06
C11 0.94455 -1.48214 -0.73955  -0.41
C12 1.57644 -2.70857 -1.38536  -0.40
C13 1.10685 -2.85949 -2.83823  -0.40
C14 -0.30907 -2.30288 -3.03235  -0.40
C15 -1.13740 -2.50089 -1.76743  -0.41
H1 -2.15768 1.86007 -0.42942  0.37
H2 -3.35607 2.83557 1.47788  0.20
H3 -2.42072 1.70734 2.49209  0.25
H4 -1.39621 3.94137 2.59465  0.22
H5 -1.29725 4.02627 0.82780  0.20
H6 0.47629 2.93436 -0.36325  0.20
H7 2.54733 1.60311 -0.35063  0.22
H8 2.01714 0.82550 3.81499  0.23
H9 -0.04988 2.15738 3.80080  0.21
H10 -1.27241 0.13991 -1.38664  0.38
H11 -0.79409 -2.17770 0.34600  0.25
H12 1.37539 -1.29758 0.24455  0.23
H13 1.14617 -0.60313 -1.35677  0.19
H14 1.29754 -3.58954 -0.80539  0.20
H15 2.66354 -2.62661 -1.35326  0.22
H16 1.79131 -2.33458 -3.50731  0.20
H17 1.12877 -3.91494 -3.11394  0.20
H18 -0.79062 -2.80081 -3.87552  0.21
H19 -0.26176 -1.23793 -3.27089  0.18
H20 -1.12902 -3.55779 -1.50049  0.21
H21 -2.17694 -2.21413 -1.93806  0.22

***

> Which formula does entry 3 have?

C15H21CaClF2LiMgN2O10

***

> Which formula does entry 1 have?

C15H21AsN4NiOSe4